(1)
DFT (the ωB97M-V functional and the def2-TZVPD basis) results for a 2-piece molecular cluster, C3H9PS overall.

Output
**LUMO level (spin up / spin down)**: 0.1493 / -0.0727 eV
**Orbital gap (spin up / spin down)**: 7.556 / 7.533 eV
**E_HOMO (spin up / spin down)**: -7.41 / -7.61 eV
**Relative energy (zero: lowest compared OMol25 entry of this formula, charge and spin)**: 83.1 kcal/mol

Geometry as ORCA input:
```
! wB97M-V def2-TZVPD RIJCOSX def2/J DEFGRID3
* xyz 0 1
C 0.471 1.678 0.960
C -0.658 0.800 -1.714
C -0.153 -1.872 0.955
P 0.744 0.498 -0.502
S 0.087 -3.445 0.220
H 1.047 2.521 0.546
H 1.101 1.365 1.862
H -0.500 2.062 1.374
H -0.139 0.967 -2.699
H -1.322 1.680 -1.507
H -1.415 0.018 -1.969
H 0.559 -1.350 1.537
H -1.116 -1.826 1.264
H 1.294 -3.097 -0.327
*
```


(2)
DFT (the ωB97M-V functional and the def2-TZVPD basis) results for C44H34F3N10O5SbV as an isolated structure.

Output
**<S²>**: 3.782
**LUMO level (spin up / spin down)**: -0.6172 / -0.8114 eV
**Orbital gap (spin up / spin down)**: 6.236 / 7.138 eV
**E_HOMO (spin up / spin down)**: -6.85 / -7.95 eV
**Relative energy (zero: lowest compared OMol25 entry of this formula, charge and spin)**: 26.2 kcal/mol

Geometry as ORCA input:
```
! wB97M-V def2-TZVPD RIJCOSX def2/J DEFGRID3
* xyz 0 4
V -1.962 -0.370 0.474
C -2.595 -4.321 -0.900
C -2.659 -3.006 -0.209
N -2.113 -1.917 -0.675
N -1.497 -1.905 -1.925
C -1.032 -0.679 -2.155
O -1.030 0.278 -1.304
C -0.604 -0.395 -3.554
C -0.607 0.924 -3.995
C -0.244 1.224 -5.302
C 0.120 0.203 -6.172
C 0.131 -1.115 -5.729
C -0.232 -1.415 -4.423
C -3.352 -2.815 1.086
C -3.940 -3.844 1.804
C -4.589 -3.555 2.993
C -4.657 -2.246 3.435
C -4.032 -1.273 2.684
N -3.388 -1.544 1.544
H -2.153 -4.193 -1.884
H -1.982 -5.029 -0.330
H -3.589 -4.763 -1.009
H -0.888 1.708 -3.303
H -0.242 2.254 -5.639
H 0.392 0.434 -7.195
H 0.424 -1.911 -6.404
H -0.220 -2.437 -4.066
H -3.885 -4.859 1.432
H -5.032 -4.352 3.576
H -5.171 -1.980 4.349
H -4.021 -0.239 3.002
N -2.329 2.943 3.432
C -1.234 2.597 2.749
N -1.575 2.173 1.551
C -2.932 2.282 1.577
N -3.444 2.747 2.696
C -3.782 1.901 0.419
C -4.811 2.719 -0.024
N -5.556 2.413 -1.081
C -5.267 1.272 -1.693
C -4.248 0.439 -1.263
N -3.501 0.756 -0.207
H -2.401 3.284 4.376
H -0.232 2.657 3.149
H -5.019 3.644 0.500
H -5.854 1.006 -2.563
H -4.012 -0.489 -1.766
C 1.462 -3.305 -0.848
C 1.176 -2.897 0.558
N 0.230 -2.080 0.974
C 0.362 -2.013 2.347
C 1.396 -2.801 2.758
N 1.902 -3.346 1.611
C 2.051 -3.147 4.047
O 1.532 -2.640 5.142
O 3.027 -3.867 4.031
C -0.512 -1.109 3.147
O -0.484 -1.176 4.388
O -1.201 -0.290 2.470
H 0.691 -2.898 -1.502
H 1.469 -4.393 -0.945
H 2.434 -2.925 -1.173
H 2.690 -3.977 1.608
H 0.725 -2.070 4.919
F 5.709 2.133 4.890
C 4.800 1.944 3.910
C 4.366 3.036 3.191
C 3.432 2.839 2.177
C 2.946 1.562 1.875
C 3.399 0.493 2.660
C 4.332 0.670 3.676
Sb 1.441 1.073 0.413
C 2.798 0.315 -1.074
C 2.567 0.561 -2.429
C 3.382 0.013 -3.415
C 4.443 -0.774 -3.021
F 5.250 -1.301 -3.968
C 4.714 -1.046 -1.697
C 3.875 -0.504 -0.729
C 1.364 2.983 -0.579
C 0.142 3.545 -0.953
C 0.078 4.758 -1.638
C 1.257 5.401 -1.942
F 1.204 6.583 -2.592
C 2.492 4.877 -1.618
C 2.534 3.662 -0.944
H 4.757 4.019 3.424
H 3.085 3.704 1.623
H 3.012 -0.510 2.492
H 4.680 -0.157 4.283
H 1.737 1.190 -2.736
H 3.197 0.189 -4.468
H 5.565 -1.663 -1.437
H 4.084 -0.725 0.312
H -0.779 3.024 -0.720
H -0.865 5.198 -1.937
H 3.393 5.408 -1.898
H 3.503 3.229 -0.719
*
```


(3)
DFT (the ωB97M-V functional and the def2-TZVPD basis) results for C21H23BiF5N5O8 as an isolated structure.

Output
**LUMO level**: -0.4040 eV
**Orbital gap**: 7.843 eV
**E_HOMO**: -8.25 eV
**Relative energy (zero: lowest compared OMol25 entry of this formula, charge and spin)**: 4.5 kcal/mol

Geometry as ORCA input:
```
! wB97M-V def2-TZVPD RIJCOSX def2/J DEFGRID3
* xyz 0 1
Bi 0.353 0.736 -0.205
O -1.994 2.828 2.830
C -1.201 2.177 2.178
O -0.709 2.453 1.022
C -0.659 0.883 2.797
C -0.921 0.506 4.101
C -0.268 -0.607 4.612
C 0.672 -1.276 3.837
C 0.880 -0.842 2.542
N 0.180 0.175 2.046
C 1.971 -1.402 1.636
O 2.628 -2.348 2.024
O 2.101 -0.765 0.520
H -1.620 1.096 4.676
H -0.467 -0.933 5.624
H 1.253 -2.108 4.206
N 0.139 -1.488 -1.138
C -0.143 -1.642 -2.568
C 0.724 -2.747 -3.189
C 2.257 -2.550 -3.109
C 2.928 -1.973 -4.366
N 2.791 -0.529 -4.539
C 3.485 0.382 -3.880
N 3.028 1.641 -3.832
N 4.659 0.080 -3.313
C 0.040 -0.339 -3.366
O -0.001 -0.436 -4.602
O 0.302 0.719 -2.719
H 1.056 -1.852 -0.894
H -0.545 -1.981 -0.555
H -1.190 -1.927 -2.694
H 0.421 -2.843 -4.232
H 0.470 -3.683 -2.687
H 2.712 -3.529 -2.948
H 2.541 -1.934 -2.249
H 2.491 -2.426 -5.255
H 3.989 -2.232 -4.367
H 1.865 -0.240 -4.880
H 2.014 1.744 -3.808
H 3.546 2.321 -3.301
H 5.070 -0.828 -3.426
H 5.186 0.775 -2.816
F -6.109 3.383 0.354
C -5.042 2.589 0.235
C -4.911 1.470 1.036
F -5.844 1.185 1.947
C -3.808 0.651 0.892
F -3.694 -0.435 1.683
C -2.803 0.907 -0.037
O -1.767 0.080 -0.177
C -2.964 2.045 -0.824
F -1.998 2.354 -1.700
C -4.060 2.873 -0.699
F -4.178 3.950 -1.478
C -2.360 -4.861 0.715
C -2.800 -3.419 0.563
O -1.686 -2.579 0.847
H -3.076 -5.531 0.239
H -2.267 -5.133 1.765
H -1.386 -4.997 0.241
H -3.618 -3.191 1.252
H -3.162 -3.237 -0.456
H -1.985 -1.656 0.849
*
```


(4)
DFT (the ωB97M-V functional and the def2-TZVPD basis) results for H8NaO4 as an isolated structure.

Output
**LUMO level**: -3.6761 eV
**Orbital gap**: 12.253 eV
**E_HOMO**: -15.93 eV
**Relative energy (zero: lowest compared OMol25 entry of this formula, charge and spin)**: 101.3 kcal/mol

Geometry as ORCA input:
```
! wB97M-V def2-TZVPD RIJCOSX def2/J DEFGRID3
* xyz 1 1
Na 0.124 0.343 0.202
O 1.590 0.964 -0.350
H 2.325 0.375 -0.521
H 1.986 1.834 -0.301
O -1.273 0.617 -0.873
H -0.779 0.800 -1.672
H -1.914 1.326 -0.819
O -1.231 -0.409 1.243
H -1.895 -0.139 1.878
H -1.732 -0.697 0.480
O 0.697 -1.396 0.099
H 0.448 -2.228 0.501
H 1.654 -1.390 0.134
*
```


(5)
DFT (the ωB97M-V functional and the def2-TZVPD basis) results for a 4-piece molecular cluster, H8O4 overall.

Output
**LUMO level**: 0.2792 eV
**Orbital gap**: 10.733 eV
**E_HOMO**: -10.45 eV
**Relative energy (zero: lowest compared OMol25 entry of this formula, charge and spin)**: 64.0 kcal/mol
**Structure (SMILES)**: O.O.O.O

Geometry as ORCA input:
```
! wB97M-V def2-TZVPD RIJCOSX def2/J DEFGRID3
* xyz 0 1
O -0.115 -1.552 1.054
H -0.682 -0.786 0.911
H 0.771 -1.228 0.858
O -1.939 1.577 2.502
H -2.189 1.410 1.586
H -1.187 0.992 2.650
O 0.455 0.009 -0.120
H -0.444 -0.006 -0.467
H 0.685 0.945 -0.107
O 1.552 -0.130 -3.182
H 1.357 0.334 -4.003
H 2.067 -0.895 -3.461
*
```


(6)
DFT (the ωB97M-V functional and the def2-TZVPD basis) results for C16H34P2Pd as an isolated structure.

Output
**<S²>**: 6.017
**LUMO level (spin up / spin down)**: -6.7705 / -10.1070 eV
**Orbital gap (spin up / spin down)**: 5.192 / 5.137 eV
**E_HOMO (spin up / spin down)**: -11.96 / -15.24 eV
**Relative energy (zero: lowest compared OMol25 entry of this formula, charge and spin)**: 0.0 kcal/mol

Geometry as ORCA input:
```
! wB97M-V def2-TZVPD RIJCOSX def2/J DEFGRID3
* xyz 2 5
P 0.078 2.568 -0.223
P 1.440 0.111 1.419
C 1.892 2.223 -0.453
C 2.093 0.706 -0.255
H 2.437 2.760 0.344
H 2.237 2.567 -1.445
H 1.578 0.109 -1.033
H 3.150 0.412 -0.259
C 2.549 0.486 2.833
H 2.054 0.060 3.708
H 2.734 1.536 3.069
H 3.476 -0.062 2.654
C 2.209 -1.578 1.027
H 3.290 -1.373 0.853
H 1.786 -2.064 0.134
H 2.163 -2.275 1.878
C -0.390 4.321 -0.187
H -1.463 4.422 -0.381
H 0.139 4.888 -0.949
H -0.191 4.715 0.805
C -0.493 2.140 -1.979
H -0.273 1.110 -2.314
H -0.038 2.819 -2.720
H -1.588 2.249 -2.085
Pd -0.126 1.650 1.782
C -0.229 -3.846 -0.700
C -0.780 -3.063 0.228
C -1.480 -1.754 -0.080
C -2.336 -1.627 -1.390
C -1.588 -1.153 -2.619
C -0.569 -1.784 -3.221
C -0.348 -3.276 -3.230
C -0.852 -4.156 -2.014
C -1.945 2.498 2.415
H 0.729 -4.322 -0.508
H -0.437 -3.203 1.272
H -0.696 -0.964 -0.063
H -2.078 -1.551 0.829
H -2.892 -2.562 -1.546
H -3.094 -0.878 -1.120
H -1.961 -0.224 -3.072
H 0.101 -1.228 -3.923
H 0.745 -3.437 -3.354
H -0.889 -3.676 -4.129
H -1.967 -4.116 -1.960
H -0.598 -5.201 -2.318
H -2.746 1.821 2.808
H -2.146 2.743 1.369
H -1.729 3.361 3.049
C -0.220 1.768 3.998
H 0.777 1.566 4.422
H -0.953 1.002 4.290
H -0.558 2.765 4.344
*
```


(7)
DFT (the ωB97M-V functional and the def2-TZVPD basis) results for a 2-piece molecular cluster, C18H16BrClO2S overall.

Output
**LUMO level**: -2.3773 eV
**Orbital gap**: 4.199 eV
**E_HOMO**: -6.58 eV

Geometry as ORCA input:
```
! wB97M-V def2-TZVPD RIJCOSX def2/J DEFGRID3
* xyz 0 1
Cl 5.679 -0.142 2.910
C 3.970 -0.132 2.844
C 3.283 1.089 2.759
C 1.895 1.094 2.675
C 1.156 -0.119 2.660
C -0.278 -0.097 2.627
C -1.126 -1.328 2.675
C -2.603 -0.806 2.863
C -2.425 0.682 2.974
C -1.091 1.045 2.837
C 1.878 -1.341 2.779
C 3.266 -1.348 2.859
H 3.838 2.022 2.774
H 1.356 2.043 2.635
H -1.042 -1.949 1.776
H -0.839 -1.950 3.537
H -3.234 -1.121 2.016
H -3.025 -1.252 3.776
H -3.264 1.353 3.143
H -0.685 2.056 2.881
H 1.327 -2.283 2.835
H 3.809 -2.284 2.948
Br -1.477 -1.973 -0.909
C -0.976 -0.232 -0.621
S 0.055 0.597 -1.711
C -0.431 0.470 -3.466
C 0.050 -0.595 -4.236
C -0.310 -0.702 -5.583
C -1.138 0.259 -6.174
C -1.592 1.339 -5.409
C -1.226 1.459 -4.064
O -0.150 1.993 -1.362
O 1.389 0.038 -1.705
H -1.612 0.402 -0.011
H 0.721 -1.328 -3.792
H 0.061 -1.544 -6.171
H -1.429 0.164 -7.224
H -2.236 2.097 -5.862
H -1.544 2.325 -3.484
*
```


(8)
DFT (the ωB97M-V functional and the def2-TZVPD basis) results for one molecule with the formula C3H6N2S3.

Output
**LUMO level**: 0.0498 eV
**Orbital gap**: 8.654 eV
**E_HOMO**: -8.60 eV
**Relative energy (zero: lowest compared OMol25 entry of this formula, charge and spin)**: 67.5 kcal/mol
**Structure (SMILES)**: CS[C@]1(S)N=NCS1

Geometry as ORCA input:
```
! wB97M-V def2-TZVPD RIJCOSX def2/J DEFGRID3
* xyz 0 1
C -2.410 0.483 0.581
S -0.666 0.811 1.110
C 0.774 0.684 -0.250
S 0.899 2.191 -1.167
N 0.337 -0.406 -1.031
N 0.844 -1.491 -0.708
C 1.876 -1.515 0.200
S 2.356 0.277 0.646
H -2.649 0.915 -0.339
H -2.926 0.852 1.434
H -2.526 -0.581 0.614
H -0.169 1.823 -1.886
H 1.456 -2.105 1.008
H 2.804 -1.936 -0.210
*
```


(9)
DFT (the ωB97M-V functional and the def2-TZVPD basis) results for one molecule with the formula C5H7NS2.

Output
**LUMO level**: 0.0598 eV
**Orbital gap**: 8.231 eV
**E_HOMO**: -8.17 eV
**Relative energy (zero: lowest compared OMol25 entry of this formula, charge and spin)**: 44.3 kcal/mol
**Structure (SMILES)**: C[C@@H]1[C@H]2SNC(=S)[C@@H]12

Geometry as ORCA input:
```
! wB97M-V def2-TZVPD RIJCOSX def2/J DEFGRID3
* xyz 0 1
C 2.469 -1.749 -0.313
C 1.340 -0.755 -0.359
C 1.261 0.300 0.635
S 0.747 1.812 0.047
N -0.818 1.108 -0.563
C -1.062 -0.093 -0.021
S -2.586 -0.798 0.035
C 0.217 -0.724 0.582
H 2.034 -2.644 -0.700
H 2.876 -1.840 0.714
H 3.140 -1.417 -1.105
H 1.249 -0.465 -1.372
H 1.971 0.361 1.377
H -1.639 1.830 -0.683
H 0.157 -1.677 1.250
*
```


(10)
DFT (the ωB97M-V functional and the def2-TZVPD basis) results for C20H23NO6PdS as an isolated structure.

Output
**<S²>**: 2.005
**LUMO level (spin up / spin down)**: 0.2519 / -1.0075 eV
**Orbital gap (spin up / spin down)**: 8.409 / 7.775 eV
**E_HOMO (spin up / spin down)**: -8.16 / -8.78 eV
**Relative energy (zero: lowest compared OMol25 entry of this formula, charge and spin)**: 0.0 kcal/mol

Geometry as ORCA input:
```
! wB97M-V def2-TZVPD RIJCOSX def2/J DEFGRID3
* xyz 0 3
Pd 0.060 0.534 -1.360
O 1.593 0.676 -3.312
C 0.722 0.957 -4.431
C -0.514 0.042 -4.275
N -1.255 0.360 -2.990
C -1.934 1.681 -3.144
C -1.069 2.842 -2.556
O -1.284 4.000 -2.915
O -0.236 2.565 -1.623
C -2.214 -0.713 -2.620
C -1.395 -1.865 -1.855
O -1.996 -2.915 -1.573
O -0.207 -1.585 -1.497
H 2.105 1.465 -3.058
H 1.261 0.599 -5.321
H 0.453 1.981 -4.565
H -0.170 -1.020 -4.273
H -1.228 0.211 -5.106
H -2.845 1.647 -2.489
H -2.193 1.925 -4.156
H -2.660 -1.154 -3.511
H -2.926 -0.293 -1.914
O -1.221 0.424 0.432
S -1.304 1.528 1.558
C -1.403 0.525 3.072
C -1.103 -0.949 2.865
C 0.072 -1.464 3.408
C 0.380 -2.807 3.312
C -0.415 -3.631 2.515
C -1.525 -3.100 1.889
C -1.896 -1.782 2.081
C 0.425 2.270 1.693
C 1.551 1.308 1.861
C 2.432 1.411 2.967
C 3.535 0.602 3.085
C 3.774 -0.389 2.139
C 2.905 -0.531 1.075
C 1.831 0.382 0.913
H -2.454 0.689 3.372
H -0.802 0.912 3.920
H 0.775 -0.843 3.980
H 1.244 -3.225 3.836
H -0.128 -4.689 2.359
H -2.088 -3.655 1.163
H -2.768 -1.389 1.535
H 0.454 2.998 2.520
H 0.509 2.804 0.737
H 2.173 2.121 3.721
H 4.223 0.728 3.917
H 4.558 -1.112 2.254
H 3.060 -1.327 0.317
H 1.138 0.249 0.047
*
```


(11)
DFT (the ωB97M-V functional and the def2-TZVPD basis) results for C6H10O as an isolated structure.

Output
**LUMO level**: 1.0645 eV
**Orbital gap**: 10.327 eV
**E_HOMO**: -9.26 eV
**Relative energy (zero: lowest compared OMol25 entry of this formula, charge and spin)**: 54.4 kcal/mol

Geometry as ORCA input:
```
! wB97M-V def2-TZVPD RIJCOSX def2/J DEFGRID3
* xyz 0 1
C 0.465 1.558 -1.257
C -0.196 0.611 -0.185
C -0.681 0.446 1.368
C 0.387 -0.666 1.540
C 0.608 -0.697 0.025
C -0.526 -1.278 -0.836
O -1.271 -0.058 -0.879
H -0.018 2.512 -1.498
H 1.549 1.748 -1.171
H 0.381 0.955 -2.181
H -0.755 1.235 2.129
H -1.666 -0.047 1.331
H 0.115 -1.636 1.985
H 1.245 -0.257 2.088
H 1.634 -0.866 -0.318
H -1.079 -2.109 -0.386
H -0.229 -1.480 -1.869
*
```


(12)
DFT (the ωB97M-V functional and the def2-TZVPD basis) results for C15H32AlB3BrCl6F2MgN4O13V as an isolated structure.

Output
**LUMO level**: -10.4490 eV
**Orbital gap**: 1.004 eV
**E_HOMO**: -11.45 eV

Geometry as ORCA input:
```
! wB97M-V def2-TZVPD RIJCOSX def2/J DEFGRID3
* xyz 2 1
C 4.175 -2.911 -1.463
C 4.295 -1.297 -1.883
O 5.694 -1.001 -2.341
C 3.183 -0.848 -3.001
B 1.838 -0.103 -2.353
O 2.080 0.777 -1.155
B 1.039 0.281 -0.188
N 1.339 -0.502 1.077
O -0.377 0.582 -0.603
B -0.545 -0.310 -1.805
C -1.883 -1.298 -1.756
O -1.905 -2.221 -0.759
N -3.069 -1.204 -2.698
C -4.106 -2.161 -2.077
O -5.068 -1.764 -1.238
F -3.966 -3.622 -2.412
O 0.451 -0.304 -2.904
H 4.683 -2.992 -0.390
H 4.701 -3.621 -2.231
H 3.023 -3.104 -1.326
H 4.199 -0.716 -0.845
H 6.252 -1.691 -1.839
H 2.858 -1.799 -3.644
H 3.757 -0.145 -3.775
H 0.587 -0.257 1.789
H 1.104 -1.510 0.830
H -3.474 -0.241 -2.516
F -4.368 -2.569 -4.348
O 6.588 -4.202 -0.735
V 7.032 -4.819 0.849
O 7.477 -5.436 2.432
Mg -4.668 -0.648 -4.900
Cl -1.668 1.977 0.585
Br 7.932 -2.923 3.439
Al 6.132 -6.762 -1.114
C 6.917 3.589 -0.239
C 5.616 2.837 -0.221
O 5.146 2.371 0.814
N 4.950 2.678 -1.399
C 5.331 3.145 -2.711
H 7.328 3.633 0.773
H 7.636 3.075 -0.882
H 6.753 4.611 -0.591
H 4.083 2.161 -1.305
H 4.538 3.801 -3.080
H 5.414 2.277 -3.369
H 6.277 3.688 -2.701
O 10.202 -2.237 -2.612
Cl 10.632 -3.291 -1.715
O 11.895 -2.921 -1.105
O 10.799 -4.523 -2.461
O 9.634 -3.484 -0.681
C -8.268 -4.030 -0.722
Cl -6.730 -3.884 -1.612
Cl -9.333 -2.668 -1.151
Cl -9.061 -5.565 -1.157
Cl -7.945 -4.003 1.030
C -5.352 0.776 1.861
C -6.139 1.284 3.066
N -5.560 2.480 3.683
C -6.113 2.778 5.008
C -7.594 3.133 5.089
C -5.371 3.638 2.808
C -6.593 4.180 2.075
H -4.297 0.625 2.114
H -5.757 -0.185 1.530
H -5.412 1.467 1.015
H -6.146 0.472 3.804
H -7.182 1.447 2.769
H -5.531 3.583 5.473
H -5.941 1.905 5.650
H -7.791 4.134 4.701
H -7.913 3.131 6.137
H -8.224 2.417 4.555
H -4.616 3.378 2.056
H -4.909 4.456 3.377
H -7.172 3.393 1.586
H -6.270 4.878 1.294
H -7.254 4.736 2.743
*
```


| no. | electronic energy (a.u.) |
| --- | --- |
| 1 | -859.103237 |
| 2 | -4104.887079 |
| 3 | -2403.798120 |
| 4 | -467.758450 |
| 5 | -305.677207 |
| 6 | -1439.716297 |
| 7 | -4278.229761 |
| 8 | -1421.891018 |
| 9 | -1045.773430 |
| 10 | -1808.105226 |
| 11 | -309.755682 |
| 12 | -8782.556391 |